Arrangement a

The following is a quantum chemistry calculation of the molecule C7H12, from the OMol25 dataset.

Computed properties:
LUMO energy: 1.0 eV
highest occupied orbital energy: -0.340 Ha
Kohn-Sham gap: 10.213 eV

ORCA input file:
```
! RIJCOSX wB97M-V def2-TZVPD def2/J DEFGRID3
* xyz 0 1
C 0.15 -2.81 -0.25
C -0.15 -1.31 -0.27
C -0.89 -0.62 0.57
C -0.15 0.81 0.13
C 0.51 1.69 1.15
C -0.90 1.67 -0.82
C 0.83 -0.19 -0.70
H 0.13 -3.27 -1.23
H -0.58 -3.30 0.32
H 1.10 -3.01 0.30
H -1.67 -0.72 1.25
H 0.71 2.70 1.01
H 1.36 1.12 1.55
H -0.06 1.75 2.06
H -1.93 1.75 -0.50
H -0.88 1.23 -1.80
H -0.49 2.73 -0.91
H 1.68 -0.33 -0.12
H 1.22 0.10 -1.75
*
```


Arrangement b

The following is a quantum chemistry calculation of the molecule C7H12, from the OMol25 dataset.

Computed properties:
LUMO energy: 0.4 eV
highest occupied orbital energy: -0.318 Ha
Kohn-Sham gap: 9.060 eV

ORCA input file:
```
! RIJCOSX wB97M-V def2-TZVPD def2/J DEFGRID3
* xyz 0 1
C 2.32 -1.61 -0.63
C 1.32 -1.29 0.23
C -0.02 -1.08 -0.26
C -0.62 -1.54 -1.37
C -0.88 -0.11 0.67
C -0.36 1.24 0.96
C -0.93 2.47 0.27
H 2.06 -1.66 -1.69
H 3.09 -2.33 -0.32
H 1.60 -0.87 1.21
H -1.40 -0.98 -1.88
H -0.15 -2.35 -1.92
H -0.99 -0.78 1.56
H -1.93 -0.03 0.39
H -0.44 1.47 2.04
H 0.78 1.24 0.70
H -1.03 2.20 -0.77
H -1.99 2.59 0.59
H -0.42 3.42 0.22
*
```


What should be chosen as the least stable of them? Choose arrangement b.


Arrangement a

The following is a quantum chemistry calculation of the molecule C7H12, from the OMol25 dataset.

Computed properties:
LUMO energy: 0.6 eV
highest occupied orbital energy: -0.329 Ha
Kohn-Sham gap: 9.557 eV

ORCA input file:
```
! RIJCOSX wB97M-V def2-TZVPD def2/J DEFGRID3
* xyz 0 1
C 1.23 -0.79 1.72
C 1.49 -0.44 0.42
C 1.84 1.02 0.07
C 0.75 -1.11 -0.87
C -0.48 -0.39 -1.15
C -1.55 -0.39 -0.30
C -2.68 0.64 -0.33
H 1.00 -0.24 2.69
H 1.16 -1.90 1.92
H 2.13 1.14 -0.98
H 2.67 1.41 0.70
H 0.98 1.82 0.39
H 1.53 -1.16 -1.78
H 0.49 -2.20 -0.50
H -0.16 0.41 -1.86
H -1.35 -0.61 0.74
H -3.54 0.45 -1.03
H -3.16 0.70 0.70
H -2.35 1.65 -0.58
*
```


Arrangement b

The following is a quantum chemistry calculation of a structure of composition C7H12, from the OMol25 dataset.

Computed properties:
LUMO energy: 1.1 eV
highest occupied orbital energy: -0.361 Ha
Kohn-Sham gap: 10.948 eV

ORCA input file:
```
! RIJCOSX wB97M-V def2-TZVPD def2/J DEFGRID3
* xyz 0 1
C -2.56 -0.26 0.09
C -1.05 -0.19 0.00
C -0.22 0.62 -1.04
C 0.92 0.35 -0.06
C 1.74 -0.88 -0.21
C 2.40 0.46 0.06
C -0.09 0.36 1.08
H -2.93 -0.82 -0.77
H -3.06 0.71 0.12
H -2.83 -0.82 1.00
H -0.72 -1.23 -0.12
H -0.14 0.22 -2.06
H -0.52 1.67 -1.06
H 1.88 -1.27 -1.22
H 1.59 -1.65 0.55
H 2.99 0.88 -0.76
H 2.78 0.70 1.05
H -0.31 1.39 1.38
H 0.11 -0.25 1.97
*
```


Arrangement c

The following is a quantum chemistry calculation of the molecule C7H12, from the OMol25 dataset.

Computed properties:
LUMO energy: 1.1 eV
highest occupied orbital energy: -0.343 Ha
Kohn-Sham gap: 10.450 eV

ORCA input file:
```
! RIJCOSX wB97M-V def2-TZVPD def2/J DEFGRID3
* xyz 0 1
C 2.94 1.19 -0.48
C 1.65 0.93 -0.36
C 1.16 -0.52 -0.28
C -0.34 -0.66 -0.25
C -0.99 -1.01 -1.35
C -1.03 -0.43 1.09
C -2.32 0.36 1.01
H 3.32 2.20 -0.62
H 3.69 0.41 -0.57
H 0.89 1.70 -0.33
H 1.55 -1.13 -1.08
H 1.56 -0.89 0.67
H -0.50 -1.23 -2.29
H -2.06 -1.22 -1.35
H -1.13 -1.45 1.47
H -0.35 0.09 1.75
H -2.10 1.38 0.69
H -3.08 -0.04 0.34
H -2.88 0.31 1.94
*
```


Arrangement d

The following is a quantum chemistry calculation of the molecule C7H12, from the OMol25 dataset.

Computed properties:
LUMO energy (spin up / spin down): 0.7 / 1.1 eV
highest occupied orbital energy (spin up / spin down): -0.262 / -0.281 Ha
Kohn-Sham gap (spin up / spin down): 7.796 / 8.734 eV

ORCA input file:
```
! RIJCOSX wB97M-V def2-TZVPD def2/J DEFGRID3
* xyz 0 1
C 1.42 -0.76 2.10
C -0.04 -0.68 1.78
C -0.53 1.49 0.11
C -0.36 0.25 -0.37
C -0.68 0.95 -2.64
C 0.02 -0.04 -1.88
C -0.56 -1.05 0.49
H 1.76 0.08 2.71
H 2.02 -0.79 1.19
H 1.65 -1.68 2.66
H -0.72 -0.31 2.54
H -0.78 1.66 1.16
H -0.42 2.35 -0.54
H -0.20 1.88 -2.95
H -1.74 0.85 -2.82
H 1.11 0.01 -1.96
H -0.30 -1.08 -2.06
H 0.00 -1.84 -0.03
H -1.63 -1.30 0.49
*
```


What should be chosen as the least stable of them? Choose arrangement d.


Arrangement a

The following is a quantum chemistry calculation of a cluster of 2 separate species, C7H12 in total, from the OMol25 dataset.

Computed properties:
LUMO energy: 0.8 eV
highest occupied orbital energy: -0.319 Ha
Kohn-Sham gap: 9.518 eV

ORCA input file:
```
! RIJCOSX wB97M-V def2-TZVPD def2/J DEFGRID3
* xyz 0 1
C -1.59 0.71 1.77
C -0.89 -0.09 0.74
C 0.35 0.54 0.16
C 1.68 -0.26 0.12
C 1.59 -0.33 -1.42
C 0.33 -1.11 -1.62
C 0.31 0.42 -1.33
H -2.54 0.23 2.08
H -1.69 1.72 1.36
H -0.94 0.78 2.64
H -0.86 -1.12 1.11
H -1.85 -0.15 -0.17
H 0.56 1.55 0.52
H 1.70 -1.21 0.66
H 2.51 0.39 0.42
H 2.41 -0.21 -2.10
H -1.07 -1.14 -1.97
H 0.07 -1.85 -0.88
H -0.09 1.14 -2.06
*
```


Arrangement b

The following is a quantum chemistry calculation of the molecule C7H12, from the OMol25 dataset.

Computed properties:
LUMO energy: 0.3 eV
highest occupied orbital energy: -0.300 Ha
Kohn-Sham gap: 8.509 eV

ORCA input file:
```
! RIJCOSX wB97M-V def2-TZVPD def2/J DEFGRID3
* xyz 0 1
C -2.69 0.04 -0.31
C -1.44 -0.61 -0.74
C -0.31 0.35 -0.90
C 0.74 -0.03 0.15
C 1.89 -0.91 -0.26
C 2.11 0.56 0.00
C 0.18 -0.21 1.55
H -3.25 0.06 -1.27
H -2.65 1.08 0.07
H -3.30 -0.59 0.34
H -0.55 -1.03 1.57
H 0.14 0.21 -1.89
H -0.57 1.42 -0.77
H 1.92 -1.26 -1.29
H 2.26 -1.63 0.47
H 2.31 1.21 -0.85
H 2.64 0.84 0.91
H -0.33 0.71 1.89
H 0.97 -0.44 2.27
*
```


Arrangement c

The following is a quantum chemistry calculation of a cluster of 2 separate species, C7H12 in total, from the OMol25 dataset.

Computed properties:
LUMO energy (spin up / spin down): -0.4 / -0.3 eV
highest occupied orbital energy (spin up / spin down): -0.309 / -0.303 Ha
Kohn-Sham gap (spin up / spin down): 7.994 / 7.956 eV

ORCA input file:
```
! RIJCOSX wB97M-V def2-TZVPD def2/J DEFGRID3
* xyz 0 1
C 1.40 1.03 -0.66
C 0.00 0.69 -1.18
C -0.34 -0.83 -1.16
C -1.14 -0.57 0.10
C -1.48 -1.32 1.14
C 1.70 -0.22 1.69
C -1.14 0.93 -0.16
H 2.17 0.68 -1.37
H 1.89 0.62 0.43
H 1.51 2.11 -0.54
H -0.16 1.17 -2.16
H -0.97 -1.13 -2.01
H 0.50 -1.54 -1.09
H -1.29 -2.39 1.15
H -1.98 -0.89 2.01
H 1.48 -1.29 1.47
H 0.84 0.11 2.31
H -0.92 1.59 0.69
H -2.07 1.27 -0.64
*
```


Arrangement d

The following is a quantum chemistry calculation of the molecule C7H12, from the OMol25 dataset.

Computed properties:
LUMO energy: 1.1 eV
highest occupied orbital energy: -0.330 Ha
Kohn-Sham gap: 10.131 eV

ORCA input file:
```
! RIJCOSX wB97M-V def2-TZVPD def2/J DEFGRID3
* xyz 0 1
C -2.69 0.18 -0.31
C -1.48 0.31 -0.01
C -0.56 1.25 0.72
C 0.80 0.47 0.37
C 1.86 1.05 -0.58
C 0.05 -0.70 -0.43
C 0.03 -2.00 0.24
H -2.79 -0.49 -1.14
H -3.51 0.79 -0.14
H -0.61 2.32 0.23
H -0.86 1.23 1.81
H 1.32 0.09 1.34
H 2.45 0.25 -0.75
H 2.38 1.76 0.10
H 1.37 1.56 -1.50
H 0.44 -0.67 -1.48
H -0.77 -2.67 -0.14
H -0.30 -1.80 1.29
H 0.99 -2.42 0.10
*
```


What should be chosen as the least stable of them? Choose arrangement c.


Arrangement a

The following is a quantum chemistry calculation of the molecule C7H12, from the OMol25 dataset.

Computed properties:
LUMO energy: 1.1 eV
highest occupied orbital energy: -0.342 Ha
Kohn-Sham gap: 10.378 eV

ORCA input file:
```
! RIJCOSX wB97M-V def2-TZVPD def2/J DEFGRID3
* xyz 0 1
C -1.52 -3.17 1.61
C -1.62 -1.89 0.92
C -1.62 -0.82 0.35
C -1.29 0.45 -0.31
C 0.24 0.58 -0.26
C 0.84 1.79 -0.97
C 2.36 1.79 -0.80
H -0.47 -3.36 1.88
H -1.85 -4.00 0.98
H -2.10 -3.18 2.53
H -1.78 1.29 0.19
H -1.65 0.45 -1.35
H 0.55 0.59 0.79
H 0.66 -0.33 -0.70
H 0.41 2.72 -0.58
H 0.58 1.75 -2.04
H 2.64 2.16 0.20
H 2.76 0.78 -0.89
H 2.87 2.42 -1.54
*
```


Arrangement b

The following is a quantum chemistry calculation of the molecule C7H12, from the OMol25 dataset.

Computed properties:
LUMO energy: 0.6 eV
highest occupied orbital energy: -0.304 Ha
Kohn-Sham gap: 8.867 eV

ORCA input file:
```
! RIJCOSX wB97M-V def2-TZVPD def2/J DEFGRID3
* xyz 0 1
C 1.48 -1.86 -0.19
C 1.19 -0.43 -0.66
C 0.38 1.72 -0.36
C -1.10 1.73 -0.52
C -1.73 0.44 0.05
C -0.68 0.01 1.09
C 0.64 0.50 0.46
H 1.90 -2.45 -1.00
H 2.20 -1.86 0.64
H 0.57 -2.37 0.16
H 2.10 0.01 -1.06
H 0.48 -0.48 -1.50
H -1.34 2.59 0.14
H -1.44 2.04 -1.51
H -2.72 0.59 0.48
H -1.83 -0.32 -0.74
H -0.70 -1.06 1.32
H -0.85 0.55 2.03
H 1.46 0.63 1.19
*
```


Arrangement c

The following is a quantum chemistry calculation of the molecule C7H12, from the OMol25 dataset.

Computed properties:
LUMO energy: 0.3 eV
highest occupied orbital energy: -0.303 Ha
Kohn-Sham gap: 8.539 eV

ORCA input file:
```
! RIJCOSX wB97M-V def2-TZVPD def2/J DEFGRID3
* xyz 0 1
C 2.41 0.42 -0.69
C 1.16 -0.44 -0.85
C 0.27 -0.46 0.41
C -0.49 0.84 0.79
C -1.89 0.24 0.97
C -1.96 -0.68 -0.26
C -0.75 -1.52 0.04
H 3.01 0.38 -1.61
H 3.03 0.05 0.13
H 2.15 1.46 -0.49
H 0.57 -0.09 -1.71
H 1.44 -1.48 -1.07
H 0.89 -0.81 1.25
H -0.49 1.59 -0.01
H -0.10 1.33 1.69
H -2.74 0.91 1.13
H -2.90 -1.23 -0.40
H -1.76 -0.09 -1.17
H -1.84 -0.43 1.85
*
```


Arrangement d

The following is a quantum chemistry calculation of the molecule C7H12, from the OMol25 dataset.

Computed properties:
LUMO energy: 1.2 eV
highest occupied orbital energy: -0.318 Ha
Kohn-Sham gap: 9.866 eV

ORCA input file:
```
! RIJCOSX wB97M-V def2-TZVPD def2/J DEFGRID3
* xyz 0 1
C -2.20 -2.30 1.75
C -1.88 -0.98 1.05
C -0.72 -1.06 0.27
C -0.24 -0.05 -0.62
C 0.47 0.98 -0.13
C 1.09 2.03 -0.97
C 2.53 1.41 -1.28
H -2.95 -2.80 1.16
H -2.79 -2.05 2.66
H -1.43 -3.07 2.04
H -2.43 -0.06 1.19
H -0.23 -1.99 0.23
H -0.21 -0.07 -1.72
H 0.52 0.96 0.93
H 0.71 2.19 -1.95
H 1.04 3.07 -0.50
H 3.16 1.22 -0.37
H 2.43 0.47 -1.87
H 3.14 2.11 -1.86
*
```


What should be chosen as the least stable of them? Choose arrangement c.


Arrangement a

The following is a quantum chemistry calculation of a cluster of 2 separate species, C4H10OS in total, from the OMol25 dataset.

Computed properties:
LUMO energy (spin up / spin down): 3.3 / 3.2 eV
highest occupied orbital energy (spin up / spin down): 0.028 / -0.121 Ha
Kohn-Sham gap (spin up / spin down): 2.519 / 6.510 eV

ORCA input file:
```
! RIJCOSX wB97M-V def2-TZVPD def2/J DEFGRID3
* xyz -1 2
C -2.19 1.31 0.12
C -1.52 0.50 -1.02
S -1.94 -1.30 -0.82
H -3.28 1.14 0.33
H -1.99 2.28 -0.51
H -1.55 1.49 1.00
H -2.00 0.89 -1.98
H -0.41 0.60 -1.13
H -2.25 -1.08 0.38
C 2.99 -0.97 -0.22
C 1.92 -0.85 0.53
O 1.82 -1.19 1.90
H 3.34 -0.14 -0.85
H 3.57 -1.92 -0.31
H 1.07 -0.17 0.23
H 2.42 -0.59 2.34
*
```


Arrangement b

The following is a quantum chemistry calculation of a cluster of 2 separate species, C4H10OS in total, from the OMol25 dataset.

Computed properties:
LUMO energy (spin up / spin down): 3.4 / 3.4 eV
highest occupied orbital energy (spin up / spin down): 0.038 / -0.211 Ha
Kohn-Sham gap (spin up / spin down): 2.325 / 9.102 eV

ORCA input file:
```
! RIJCOSX wB97M-V def2-TZVPD def2/J DEFGRID3
* xyz -1 2
C 1.82 2.75 -1.10
C 0.93 2.59 0.12
S -0.73 1.84 -0.18
H 1.26 2.84 -2.04
H 2.52 1.92 -1.16
H 2.39 3.68 -1.02
H 1.50 2.00 0.84
H 0.85 3.55 0.63
H -0.26 0.81 -0.90
C -0.55 -4.01 1.43
C -0.38 -2.85 0.82
O -0.51 -2.64 -0.52
H -0.37 -4.13 2.49
H -0.73 -4.87 0.79
H 0.00 -1.97 1.34
H -1.44 -2.57 -0.83
*
```


What should be chosen as the least stable of them? Choose arrangement a.